Molecular formula: C78H74N5O17P2S3Si
Method: DFT, ωB97M-V/def2-TZVPD

XYZ file:
```
180
Properties=species:S:1:pos:R:3:lowdin_charge:R:1
C 4.75 -6.35 1.92 0.040
C 3.58 -5.61 1.27 -0.543
O 3.82 -4.71 0.57 0.123
O 2.34 -6.06 1.51 0.039
C 1.36 -5.23 0.88 -0.119
N 1.29 -3.97 1.57 0.153
C 0.39 -3.61 2.47 -0.306
N 0.53 -2.37 2.97 0.108
C 0.15 -2.13 4.38 -0.692
S 1.64 -1.66 5.39 0.997
C 2.62 -0.40 4.51 -0.339
C 3.76 -0.96 3.64 -0.557
O 4.15 -2.03 3.81 0.141
O 4.43 -0.25 2.69 0.012
C 3.69 0.78 2.00 -0.122
C 4.57 1.41 0.92 -0.308
C 4.50 0.61 -0.39 -0.015
O 4.04 2.73 0.65 -0.043
C 4.74 3.32 -0.39 -0.596
O 5.81 3.68 -0.22 0.203
C 4.06 3.51 -1.75 -0.410
S 2.33 4.14 -1.54 0.709
P -0.81 -0.45 4.32 0.920
C -0.29 0.63 5.78 -0.292
O -2.45 -0.62 4.63 -0.351
C -0.53 -3.38 5.03 -0.548
N 0.51 -4.14 5.68 -0.046
C 1.31 -5.01 5.22 -0.309
C 2.77 -4.64 4.83 -0.036
C 1.11 -6.54 5.12 -0.006
P -1.57 -2.90 6.60 0.484
S -0.81 -3.63 8.25 0.224
C -1.40 -4.14 3.99 -0.350
C -2.61 -3.33 3.39 -0.205
O -2.30 -2.32 2.42 -0.133
N -2.88 -2.71 1.20 0.004
O -2.21 -2.46 0.27 0.080
Si -2.39 -5.68 4.70 0.595
C -4.26 -5.30 4.90 -0.170
C -2.35 -7.14 3.46 -0.162
C -1.89 -6.34 6.38 -0.207
N -0.61 -4.49 2.77 0.159
H 5.38 -5.65 2.49 0.098
H 5.40 -6.79 1.16 0.099
H 4.42 -7.14 2.60 0.085
H 0.42 -5.80 0.90 0.147
H 1.60 -5.05 -0.17 0.154
H 2.05 -3.33 1.37 0.159
H 1.44 -2.00 2.73 0.123
H 3.10 0.22 5.28 0.117
H 1.94 0.29 3.99 0.054
H 3.46 1.59 2.72 0.139
H 2.74 0.45 1.56 0.145
H 5.59 1.55 1.28 0.159
H 4.45 -0.47 -0.21 0.085
H 3.60 0.92 -0.92 0.084
H 5.37 0.82 -1.04 0.102
H 4.59 4.23 -2.37 0.089
H 4.00 2.54 -2.24 0.065
H 2.29 5.41 -2.01 -0.137
H -1.13 1.33 5.93 0.051
H -0.17 0.07 6.72 0.020
H 0.58 1.24 5.53 0.027
H -2.72 -0.04 5.36 0.055
H 3.43 -5.51 4.79 0.071
H 2.84 -4.12 3.87 0.049
H 3.14 -4.02 5.66 0.078
H 2.06 -7.07 4.98 0.076
H 0.71 -6.95 6.06 0.082
H 0.47 -6.85 4.28 0.059
H -1.50 -1.50 6.81 -0.042
H -2.94 -3.19 6.42 -0.011
H -3.17 -4.08 2.80 0.106
H -3.26 -2.89 4.15 0.094
H -4.45 -4.31 5.33 0.020
H -4.65 -6.03 5.63 0.051
H -4.82 -5.47 3.97 0.047
H -3.23 -7.74 3.72 0.049
H -2.53 -6.74 2.45 0.036
H -1.45 -7.76 3.54 0.026
H -0.92 -6.07 6.79 -0.029
H -1.92 -7.44 6.33 0.056
H -2.63 -6.07 7.14 0.040
H -0.29 -5.45 2.81 0.109
C 6.61 -3.12 0.78 -0.054
C 7.15 -1.92 1.22 -0.047
C 8.52 -1.80 1.39 0.009
C 9.35 -2.88 1.12 -0.078
C 8.80 -4.09 0.70 -0.079
C 7.43 -4.20 0.53 -0.005
C 9.67 -5.28 0.46 -0.277
O 9.19 -6.33 0.10 0.101
C 11.13 -5.15 0.69 -0.085
C 11.95 -6.26 0.52 -0.001
C 13.32 -6.14 0.72 -0.052
C 13.88 -4.92 1.07 -0.050
C 13.06 -3.81 1.24 0.002
C 11.69 -3.92 1.06 -0.083
C 10.83 -2.73 1.28 -0.277
O 11.31 -1.66 1.60 0.113
H 5.54 -3.22 0.65 0.079
H 6.51 -1.08 1.44 0.084
H 8.95 -0.86 1.72 0.123
H 7.00 -5.14 0.19 0.109
H 11.52 -7.21 0.25 0.121
H 13.95 -7.01 0.59 0.110
H 14.94 -4.83 1.22 0.110
H 13.50 -2.86 1.52 0.123
C -2.30 -0.62 -2.27 -0.061
C -1.00 -0.15 -2.37 -0.060
C -0.63 0.64 -3.45 -0.004
C -1.56 0.97 -4.42 -0.082
C -2.86 0.48 -4.33 -0.079
C -3.23 -0.30 -3.25 0.007
C -3.86 0.78 -5.40 -0.277
O -4.99 0.36 -5.32 0.108
C -3.43 1.60 -6.56 -0.083
C -4.33 1.85 -7.59 0.004
C -3.94 2.62 -8.68 -0.042
C -2.66 3.16 -8.73 -0.046
C -1.76 2.92 -7.71 0.001
C -2.14 2.13 -6.62 -0.087
C -1.15 1.84 -5.55 -0.275
O -0.03 2.31 -5.59 0.100
H -2.59 -1.23 -1.43 0.065
H -0.27 -0.41 -1.62 0.099
H 0.38 1.01 -3.53 0.113
H -4.25 -0.67 -3.17 0.121
H -5.32 1.43 -7.55 0.117
H -4.64 2.81 -9.48 0.097
H -2.36 3.77 -9.57 0.110
H -0.76 3.33 -7.75 0.121
C -4.81 8.09 6.21 -0.054
C -4.42 9.36 5.80 -0.050
C -3.29 9.52 5.00 0.003
C -2.55 8.41 4.63 -0.081
C -2.92 7.14 5.07 -0.086
C -4.06 6.98 5.85 -0.003
C -2.11 5.95 4.71 -0.275
O -2.44 4.83 5.09 0.085
C -0.88 6.14 3.90 -0.083
C -0.07 5.04 3.61 -0.008
C 1.07 5.20 2.85 -0.058
C 1.41 6.46 2.36 -0.051
C 0.61 7.55 2.65 0.006
C -0.53 7.40 3.43 -0.079
C -1.35 8.59 3.76 -0.278
O -1.06 9.69 3.34 0.116
H -5.69 7.97 6.83 0.109
H -4.99 10.22 6.09 0.110
H -3.00 10.51 4.68 0.123
H -4.36 5.99 6.18 0.119
H -0.33 4.07 3.99 0.106
H 1.70 4.35 2.63 0.099
H 2.29 6.58 1.75 0.108
H 0.88 8.53 2.26 0.123
C -9.78 2.74 -7.62 -0.055
C -11.10 3.04 -7.94 -0.054
C -11.40 3.79 -9.07 0.001
C -10.37 4.26 -9.87 -0.081
C -9.04 3.98 -9.54 -0.081
C -8.75 3.21 -8.42 -0.001
C -7.93 4.52 -10.36 -0.272
O -6.77 4.28 -10.08 0.090
C -8.25 5.37 -11.54 -0.083
C -7.22 5.92 -12.29 -0.003
C -7.51 6.70 -13.40 -0.055
C -8.84 6.92 -13.77 -0.053
C -9.87 6.37 -13.02 0.001
C -9.58 5.60 -11.90 -0.082
C -10.70 5.05 -11.09 -0.278
O -11.85 5.24 -11.41 0.112
H -9.56 2.15 -6.75 0.108
H -11.91 2.68 -7.31 0.108
H -12.42 4.01 -9.32 0.122
H -7.73 2.99 -8.17 0.112
H -6.19 5.75 -12.01 0.119
H -6.71 7.14 -13.97 0.108
H -9.06 7.53 -14.64 0.109
H -10.89 6.55 -13.31 0.122
```

Summary:
total energy: -183296.4088 eV
strongest force on any atom: 5.01 eV/A
orbital gap: 7.86 eV
2S+1: 1
total charge: +1